No. 1
243
Properties=species:S:1:pos:R:3:mulliken_charge:R:1 method="wB97M-V/def2-TZVPD" total_charge=0 homo_ev=-8.81 lumo_energy_ev=-0.018 mol_weight_g_mol=1243.86 energy_ev=-113902.0050
C -3.102 -5.298 -1.173 0.4051
C -3.827 -6.131 -2.263 -0.7419
O -5.088 -5.575 -2.508 -0.5423
H -2.239 -5.863 -0.819 0.3077
H -3.669 -5.105 -0.263 -0.0426
H -2.761 -4.320 -1.514 -0.4557
H -3.973 -7.161 -1.938 0.4818
H -3.263 -6.157 -3.195 0.2411
H -5.693 -6.127 -2.007 0.2943
C -4.130 -1.298 -4.860 -0.5628
C -4.655 -2.748 -4.593 -0.3256
O -5.051 -2.857 -3.235 -0.5165
H -4.975 -0.615 -4.776 0.3292
H -3.771 -1.292 -5.889 0.4548
H -3.393 -0.972 -4.127 -0.3239
H -3.934 -3.528 -4.836 0.2975
H -5.513 -2.917 -5.243 0.3415
H -4.979 -3.789 -3.015 0.1675
C -3.619 -5.354 2.778 -1.2083
C -2.105 -5.295 2.681 -0.0756
O -1.726 -3.924 2.673 0.5724
H -4.126 -5.104 3.710 0.2900
H -3.859 -6.406 2.624 0.4091
H -4.152 -4.744 2.048 0.1946
H -1.782 -5.708 1.725 0.1966
H -1.620 -5.810 3.510 0.1810
H -1.809 -3.568 1.785 -0.4999
C -2.744 -2.633 6.167 -1.4244
C -2.960 -1.606 5.117 0.3281
O -1.868 -1.490 4.268 0.3647
H -2.658 -3.672 5.849 0.0912
H -3.581 -2.565 6.861 0.4875
H -1.858 -2.418 6.764 0.2727
H -3.098 -0.640 5.603 0.2433
H -3.819 -1.853 4.492 0.0130
H -1.813 -2.244 3.676 -0.4177
C 3.452 -2.156 3.327 -2.0195
C 2.154 -1.534 3.844 0.5519
O 2.215 -0.146 3.922 0.0196
H 3.619 -1.805 2.309 0.2197
H 3.432 -3.246 3.310 0.3673
H 4.256 -1.802 3.972 0.7804
H 1.909 -1.926 4.831 0.5064
H 1.292 -1.876 3.272 -0.4092
H 1.384 0.153 4.299 0.3977
C 1.637 5.065 5.073 -0.0708
C 1.526 6.557 5.410 -0.5495
O 1.283 6.643 6.817 -0.5629
H 0.742 4.466 5.244 -0.0680
H 2.490 4.597 5.564 0.4082
H 1.863 4.975 4.010 -0.0928
H 0.661 6.866 4.823 0.2995
H 2.410 7.132 5.137 0.3243
H 0.339 6.738 6.964 0.3090
C -4.700 3.722 -4.818 -1.4730
C -4.717 3.322 -3.353 0.4962
O -3.469 3.565 -2.788 -0.4520
H -4.520 4.784 -4.989 0.3539
H -5.617 3.481 -5.355 0.4282
H -3.881 3.183 -5.294 0.1954
H -4.835 2.238 -3.352 -0.2950
H -5.503 3.801 -2.769 0.3506
H -3.580 3.067 -1.974 -0.2547
C -3.492 -1.287 1.168 0.3900
C -2.923 -1.888 -0.063 0.1530
O -1.692 -2.591 0.244 1.1772
H -4.495 -0.901 0.987 0.2366
H -2.855 -0.508 1.586 -0.3893
H -3.616 -2.079 1.906 -0.3342
H -2.758 -1.131 -0.830 -0.7710
H -3.668 -2.600 -0.417 0.2836
H -0.999 -1.976 -0.008 -0.7849
C -7.339 0.981 -1.242 -0.6999
C -6.814 -0.077 -2.205 -0.4553
O -5.605 -0.593 -1.699 0.0510
H -7.188 0.723 -0.194 -0.0514
H -8.390 1.258 -1.323 0.4892
H -6.816 1.901 -1.506 -0.0213
H -6.712 0.319 -3.215 0.3351
H -7.554 -0.876 -2.251 0.4739
H -5.342 -1.405 -2.139 -0.0791
C 0.798 -5.059 5.279 -0.6816
C 0.257 -4.920 6.711 -0.3548
O 0.802 -5.975 7.502 -0.5735
H 0.573 -4.240 4.595 -0.0311
H 0.511 -6.019 4.851 0.4454
H 1.884 -5.147 5.297 0.3529
H -0.820 -5.068 6.635 0.2195
H 0.424 -3.937 7.152 0.3043
H 0.508 -6.825 7.167 0.3262
C -3.154 3.339 0.911 -1.0593
C -4.276 2.317 0.465 0.2239
O -4.149 1.746 -0.781 1.7527
H -2.190 2.830 0.924 -0.1952
H -3.383 3.618 1.940 0.6078
H -3.053 4.249 0.319 0.3952
H -5.244 2.815 0.504 0.3867
H -4.352 1.471 1.148 -0.4145
H -4.586 0.899 -0.896 -0.9723
C 7.486 -3.425 -0.160 -1.2842
C 6.089 -3.607 0.445 -0.1178
O 5.328 -2.447 0.120 -0.0147
H 7.935 -2.525 0.260 0.2294
H 7.528 -3.372 -1.248 0.3119
H 8.207 -4.166 0.185 0.3645
H 6.084 -3.701 1.531 0.2291
H 5.529 -4.370 -0.096 0.3358
H 4.381 -2.595 0.167 -0.1682
C 0.382 5.968 -2.723 -1.2907
C -0.365 4.756 -3.182 0.8645
O -1.549 5.152 -3.835 -0.6545
H -0.132 6.524 -1.939 0.1974
H 0.566 6.609 -3.585 0.4580
H 1.412 5.784 -2.415 0.1718
H -0.686 4.172 -2.319 -0.1847
H 0.165 4.067 -3.840 -0.0358
H -2.224 4.600 -3.436 0.6838
C 3.775 0.474 -1.177 0.0346
C 3.150 1.307 -2.316 0.7913
O 3.408 2.605 -1.902 -0.7470
H 3.407 0.624 -0.162 -0.4752
H 4.851 0.645 -1.158 0.6782
H 3.709 -0.581 -1.442 -0.3855
H 2.091 1.056 -2.377 -0.7161
H 3.607 1.103 -3.284 0.1865
H 4.358 2.747 -1.898 0.3653
C 5.605 2.923 4.963 -1.4523
C 4.506 1.844 5.022 0.3805
O 4.885 0.660 4.305 -0.6756
H 6.569 2.608 5.362 0.3560
H 5.229 3.818 5.459 0.3714
H 5.815 3.227 3.938 0.3275
H 3.603 2.249 4.566 -0.2421
H 4.157 1.636 6.033 0.4645
H 4.040 0.265 4.077 0.2705
C -5.668 0.376 3.998 -0.9321
C -6.723 1.137 3.177 0.0619
O -6.519 2.530 3.192 -0.5326
H -5.600 0.702 5.036 0.4843
H -4.646 0.504 3.640 -0.0691
H -5.925 -0.679 4.089 0.3803
H -7.704 0.911 3.594 0.5318
H -6.628 0.777 2.152 -0.2140
H -7.332 2.943 2.892 0.2971
C 2.825 -0.065 -6.630 -0.5054
C 3.125 -1.147 -7.681 -0.6066
O 4.020 -2.091 -7.234 -0.5156
H 2.041 0.601 -6.991 0.3769
H 3.674 0.535 -6.303 0.3644
H 2.335 -0.523 -5.771 -0.1878
H 3.652 -0.673 -8.510 0.3672
H 2.296 -1.711 -8.109 0.3706
H 3.884 -2.850 -7.806 0.3187
C 3.307 3.438 -5.027 -0.3932
C 3.587 4.926 -4.916 -0.4682
O 4.436 5.251 -6.006 -0.5504
H 2.448 3.186 -4.405 -0.0086
H 4.162 2.835 -4.718 0.2547
H 3.143 3.088 -6.046 0.4445
H 4.061 5.242 -3.987 0.2932
H 2.691 5.545 -4.962 0.1706
H 5.023 5.967 -5.754 0.3149
C -0.894 5.522 2.024 -0.3443
C -0.563 6.264 0.751 0.2202
O 0.833 6.360 0.672 -0.6633
H -0.677 4.457 1.937 -0.3963
H -1.892 5.707 2.421 0.5834
H -0.200 5.920 2.764 -0.0008
H -0.964 7.276 0.806 0.4892
H -0.985 5.718 -0.093 -0.3480
H 1.212 5.496 0.493 0.2081
C 3.412 -3.476 -3.188 -0.0665
C 3.678 -4.265 -4.454 -0.2215
O 3.544 -5.671 -4.215 -0.5861
H 3.413 -2.437 -3.519 0.0595
H 4.175 -3.671 -2.435 0.3071
H 2.464 -3.693 -2.695 -0.1875
H 4.687 -4.037 -4.799 0.3658
H 2.968 -4.047 -5.252 0.0842
H 3.579 -6.119 -5.064 0.3142
C 2.514 -4.974 0.873 -1.4764
C 1.494 -3.842 0.596 0.5935
O 2.211 -2.763 0.038 1.6226
H 3.375 -4.591 1.422 0.1115
H 2.831 -5.513 -0.020 0.3343
H 2.052 -5.758 1.472 0.3858
H 0.919 -3.440 1.431 -0.5446
H 0.757 -4.165 -0.139 0.2062
H 1.568 -2.135 -0.300 -0.9328
C 0.080 0.449 1.235 -0.1991
C -0.155 0.532 -0.283 0.8018
O 0.181 -0.778 -0.842 0.4387
H -0.445 -0.376 1.716 -0.2211
H -0.174 1.405 1.695 -0.5366
H 1.129 0.391 1.527 -0.3971
H 0.351 1.324 -0.836 0.3996
H -1.223 0.664 -0.459 -0.2963
H -0.185 -0.787 -1.730 -0.3706
C -0.467 -3.553 -4.284 -0.9452
C 0.267 -2.449 -5.005 -0.1680
O -0.755 -1.686 -5.690 -0.5557
H -1.183 -3.064 -3.625 -0.0294
H 0.188 -4.141 -3.640 0.2464
H -0.893 -4.209 -5.043 0.5346
H 0.929 -2.946 -5.715 0.3841
H 0.890 -1.881 -4.314 -0.1025
H -1.258 -2.187 -6.337 0.3071
C 3.477 4.033 1.501 -0.8387
C 2.163 3.433 1.055 1.4148
O 1.717 3.928 -0.190 0.4929
H 4.156 3.940 0.653 0.2989
H 3.747 3.422 2.363 0.0655
H 3.444 5.067 1.846 0.2685
H 1.448 3.501 1.874 -0.4448
H 2.275 2.355 0.941 -0.7324
H 2.171 3.462 -0.896 -0.2218
C -1.243 2.590 4.276 0.6505
C -1.001 1.660 5.415 -0.3563
O -0.243 0.635 4.861 -0.2931
H -0.324 2.975 3.835 -0.7346
H -1.896 3.424 4.535 0.5711
H -1.645 2.102 3.388 -0.4841
H -1.966 1.281 5.752 0.1520
H -0.476 2.200 6.203 0.3823
H -0.774 -0.132 4.634 0.0696
C -1.091 1.464 -4.897 -1.5591
C -1.397 1.015 -3.476 1.5607
O -0.880 -0.319 -3.276 1.4249
H -1.341 2.519 -5.012 0.3303
H -1.712 0.980 -5.650 0.4085
H -0.031 1.365 -5.128 -0.0370
H -2.473 1.041 -3.306 -0.6155
H -0.895 1.669 -2.762 -0.5216
H -0.909 -0.776 -4.120 -0.7317
C 7.280 0.222 0.304 -1.5857
C 6.485 0.062 1.599 1.1462
O 6.642 1.223 2.397 -0.6816
H 8.355 0.096 0.433 0.3776
H 7.062 1.181 -0.167 0.3795
H 6.982 -0.537 -0.419 0.2818
H 6.833 -0.807 2.156 0.2325
H 5.436 -0.081 1.342 -0.5493
H 6.051 1.146 3.149 0.4716

=====

No. 2
102
Properties=species:S:1:pos:R:3:mulliken_charge:R:1 method="wB97M-V/def2-TZVPD" total_charge=-2 homo_ev=-1.76 lumo_energy_ev=2.829 mol_weight_g_mol=1133.64 energy_ev=-122192.0330
Ti 0.084 0.178 0.268 -1.4972
O -1.449 -0.858 5.365 -0.7422
C -0.936 -2.011 4.893 0.5116
C -0.697 -3.039 5.805 -0.6514
C -0.143 -4.232 5.381 -0.3466
C 0.195 -4.427 4.046 -0.9868
C -0.045 -3.415 3.137 -0.5072
C -0.620 -2.209 3.539 0.4130
C -0.833 -1.159 2.530 0.5113
O -0.471 -1.384 1.311 -0.1250
N -1.348 -0.007 2.883 -1.1750
N -1.357 0.800 1.754 1.3828
C -2.020 1.904 1.848 -0.5430
C -2.277 2.741 0.719 0.3310
C -2.933 3.975 0.878 -0.7757
C -3.299 4.721 -0.212 -0.8273
C -3.035 4.223 -1.501 -0.6768
C -2.403 3.023 -1.691 -0.4482
C -1.976 2.255 -0.579 0.1221
O -1.368 1.129 -0.771 0.0807
H -1.575 -0.252 4.595 0.5780
H -0.958 -2.873 6.842 0.4269
H 0.022 -5.024 6.101 0.3624
H 0.637 -5.358 3.720 0.4254
H 0.210 -3.525 2.091 0.4969
H -2.459 2.155 2.814 0.2846
H -3.146 4.324 1.882 0.4133
H -3.799 5.673 -0.087 0.3724
H -3.348 4.796 -2.366 0.4396
H -2.199 2.631 -2.681 0.5043
C 3.325 -2.983 -0.183 -0.6993
C 4.077 -2.816 0.975 -1.1591
C 3.691 -1.850 1.882 -0.2834
C 2.586 -1.038 1.606 -0.3914
C 1.862 -1.129 0.410 2.7540
C 2.242 -2.162 -0.450 -1.0608
C 2.133 -0.048 2.590 0.6728
C 2.436 -0.175 3.978 -0.9667
C 1.998 0.770 4.847 -1.6129
C 1.341 1.925 4.348 1.3198
C 0.959 3.002 5.176 -0.8086
C 0.388 4.123 4.636 -0.8982
C 0.193 4.206 3.243 -0.5867
C 0.530 3.163 2.421 -0.2166
C 1.087 1.986 2.966 -0.2578
N 1.390 0.942 2.130 1.4470
H 3.594 -3.761 -0.889 0.4413
H 4.943 -3.437 1.170 0.3640
H 4.258 -1.718 2.795 0.3865
H 1.673 -2.321 -1.356 0.4289
H 2.953 -1.057 4.323 0.4563
H 2.156 0.665 5.913 0.3470
H 1.142 2.927 6.241 0.3983
H 0.103 4.951 5.272 0.3705
H -0.225 5.105 2.808 0.5185
H 0.430 3.249 1.348 0.2545
F -2.135 -3.659 -1.252 -0.3608
C -3.325 -3.389 -1.829 0.1078
C -4.349 -4.291 -1.632 0.2397
F -4.073 -5.360 -0.860 -0.3648
C -5.630 -4.143 -2.189 0.4749
C -5.757 -2.964 -2.941 0.1680
C -4.729 -2.064 -3.135 -0.0777
F -4.995 -0.975 -3.883 -0.3666
C -3.455 -2.234 -2.597 0.6643
C -2.351 -1.302 -2.815 -0.0364
C -1.245 -1.241 -2.019 0.6351
N -0.230 -1.126 -1.435 0.5918
C -2.347 -0.320 -3.835 -0.1379
N -2.276 0.471 -4.673 -0.7755
F -6.931 -2.674 -3.534 -0.3620
C -6.693 -5.100 -2.014 0.0843
C -6.486 -6.382 -1.468 0.2007
N -6.373 -7.456 -1.053 -0.7497
C -8.020 -4.858 -2.417 0.2328
N -9.130 -4.721 -2.716 -0.7637
N 8.223 2.127 -3.972 -0.5369
C 7.244 1.736 -3.511 -0.0990
C 6.029 1.242 -2.926 0.6253
C 5.330 0.201 -3.530 -0.8870
C 4.172 -0.242 -2.910 -0.3105
N 3.705 0.277 -1.782 0.3301
C 4.376 1.270 -1.215 -0.0831
C 5.546 1.796 -1.743 -0.9737
H 5.677 -0.243 -4.452 0.4809
H 3.590 -1.049 -3.342 0.4849
H 3.950 1.667 -0.299 0.4101
H 6.063 2.610 -1.256 0.5004
I 1.550 2.456 -7.594 0.0206
C 1.447 2.480 -5.504 -0.1765
C 1.579 3.688 -4.836 -0.5195
C 1.505 3.699 -3.455 -0.8369
C 1.314 2.515 -2.750 0.3849
C 1.185 1.317 -3.436 -0.1204
C 1.242 1.294 -4.822 -0.9428
C 1.225 2.582 -1.251 -0.2926
O 1.242 3.658 -0.672 -0.8306
O 1.180 1.436 -0.635 0.2720
H 1.726 4.607 -5.388 0.3974
H 1.587 4.624 -2.900 0.4597
H 1.019 0.404 -2.883 0.7920
H 1.101 0.367 -5.357 0.4750

=====

No. 3
96
Properties=species:S:1:pos:R:3:mulliken_charge:R:1 method="wB97M-V/def2-TZVPD" total_charge=-2 homo_ev=-1.62 lumo_energy_ev=3.571 mol_weight_g_mol=961.78 energy_ev=-134444.7949
K 0.363 -0.250 1.065 1.0452
Cl 6.867 6.816 1.436 -0.2599
C 5.724 5.531 1.084 0.4552
C 5.937 4.726 -0.021 -0.9577
C 5.034 3.708 -0.288 0.1005
C 3.924 3.501 0.527 -0.8668
C 3.737 4.329 1.629 0.0412
C 4.637 5.345 1.918 -0.9798
C 2.952 2.409 0.223 1.9942
C 1.680 2.831 -0.141 -0.2688
C 1.209 4.179 -0.360 -1.3786
C -0.137 4.089 -0.587 -1.0169
C -0.453 2.688 -0.482 -0.4647
C -1.770 1.987 -0.404 0.5655
C -4.347 2.530 -0.359 1.2463
C -4.499 3.812 0.531 -0.2131
C -5.708 4.621 0.358 -1.3321
C -6.744 4.147 -0.335 0.3164
Cl -8.224 5.081 -0.486 -0.2677
C -6.672 2.932 -1.134 -0.8839
C -5.524 2.249 -1.202 -1.0141
C -2.474 -0.052 -0.238 1.6739
N -1.513 -1.127 -0.382 -1.0516
C -2.039 -2.237 0.057 -0.0409
C -1.370 -3.491 0.129 1.0256
C -2.121 -4.663 0.618 0.2670
C -2.811 -4.587 1.838 -0.3025
C -3.561 -5.640 2.338 -0.8929
C -3.614 -6.826 1.629 0.3954
Cl -4.549 -8.176 2.255 -0.2760
C -2.942 -6.957 0.429 -0.9658
C -2.220 -5.883 -0.067 -0.1545
C 0.049 -3.600 -0.127 0.4421
C 0.720 -4.800 -0.704 -0.8849
C 2.021 -4.508 -0.808 -1.1784
C 2.199 -3.135 -0.287 0.0332
N 0.947 -2.671 0.123 0.1884
C 3.385 -2.478 -0.186 0.9800
C 3.654 -1.064 0.189 -0.1654
C 4.891 -0.603 0.740 -1.3001
C 4.767 0.764 0.851 -1.0963
C 3.468 1.091 0.358 0.6201
N 2.812 -0.059 -0.025 -0.4935
C 4.632 -3.234 -0.511 -0.1972
C 4.936 -4.443 0.109 -0.1505
C 6.091 -5.149 -0.207 -0.9081
C 6.948 -4.629 -1.155 0.4074
Cl 8.409 -5.509 -1.569 -0.2650
C 6.685 -3.423 -1.785 -0.9175
C 5.533 -2.731 -1.453 -0.0207
C -3.507 -2.015 0.352 -1.7167
C -3.762 -0.725 0.157 -1.1933
N 0.611 1.966 -0.257 0.0284
H 6.796 4.890 -0.656 0.3871
H 5.187 3.055 -1.138 0.4682
H 2.878 4.166 2.266 0.5254
H 4.499 5.983 2.780 0.3964
H 1.806 5.079 -0.352 0.4645
H -0.827 4.892 -0.797 0.5097
H -3.571 4.336 0.732 0.5693
H -5.744 5.619 0.777 0.4044
H -7.518 2.677 -1.756 0.4019
H -5.408 1.456 -1.933 0.4346
H -2.735 -3.677 2.421 0.6034
H -4.075 -5.542 3.285 0.4064
H -3.004 -7.881 -0.131 0.3864
H -1.758 -5.986 -1.038 0.4285
H 0.244 -5.704 -1.043 0.2183
H 2.789 -5.121 -1.252 0.4801
H 5.735 -1.208 1.032 0.5281
H 5.496 1.450 1.254 0.4562
H 4.258 -4.825 0.861 0.5446
H 6.322 -6.085 0.283 0.3941
H 7.374 -3.035 -2.523 0.3979
H 5.317 -1.783 -1.927 0.5121
H -4.214 -2.767 0.669 0.4933
H -4.711 -0.228 0.296 0.4002
O -2.310 0.346 4.146 -0.8234
C -1.651 0.768 3.182 0.0403
O -0.409 0.836 3.032 -0.7844
C -2.468 1.299 1.973 -0.1642
C -3.605 1.962 2.153 -1.5892
C -4.561 2.434 1.128 0.6040
C -3.043 2.351 -1.078 1.9363
C -2.925 3.253 -2.253 -1.0928
C -2.309 2.934 -3.398 -0.7364
C -1.787 1.604 -3.656 -0.9181
C -1.889 0.660 -2.710 -0.9332
C -2.378 0.966 -1.382 0.1859
N -1.943 1.024 0.671 1.1051
H -3.929 2.082 3.183 0.4128
H -5.586 2.144 1.357 0.5646
H -3.395 4.227 -2.152 0.3587
H -2.255 3.679 -4.184 0.4095
H -1.373 1.371 -4.628 0.4279
H -1.584 -0.366 -2.875 0.4349